{"formula": "C45H63Br2FN3O20P", "method": "ωB97M-V with the def2-TZVPD basis set", "max_force_ha_per_bohr": 0.0486, "smiles": "CC(C)=CCC[C@H](C)CCc1cc2nc(/C(Br)=C(\\C)Br)c(OC[C@H](C)O)nc2c([PH2]=N)c1CCCF.O=C1OCCO1.O=C1OCCO1.O=C1OCCO1.O=C1OCCO1.O=C1OCCO1.O=C1OCCO1", "lumo_energy_ev": -0.5, "symbols": ["C", "C", "C", "C", "C", "C", "C", "C", "C", "C", "C", "C", "C", "N", "C", "C", "Br", "C", "C", "Br", "C", "O", "C", "C", "C", "O", "N", "C", "C", "P", "N", "C", "C", "C", "C", "F", "H", "H", "H", "H", "H", "H", "H", "H", "H", "H", "H", "H", "H", "H", "H", "H", "H", "H", "H", "H", "H", "H", "H", "H", "H", "H", "H", "H", "H", "H", "H", "H", "H", "H", "H", "H", "H", "H", "H", "O", "C", "O", "C", "C", "O", "H", "H", "H", "H", "O", "C", "O", "C", "C", "O", "H", "H", "H", "H", "O", "C", "O", "C", "C", "O", "H", "H", "H", "H", "O", "C", "O", "C", "C", "O", "H", "H", "H", "H", "O", "C", "O", "C", "C", "O", "H", "H", "H", "H", "O", "C", "O", "C", "C", "O", "H", "H", "H", "H"], "xyz": [[4.282, 6.056, 2.207], [3.240, 6.964, 1.599], [3.679, 7.670, 0.347], [2.017, 7.110, 2.117], [1.330, 6.103, 2.996], [-0.029, 5.605, 2.439], [-0.182, 5.636, 0.921], [-1.613, 5.139, 0.589], [0.906, 4.846, 0.174], [0.518, 3.386, -0.044], [1.634, 2.496, -0.568], [2.920, 2.932, -0.723], [3.935, 2.096, -1.218], [5.195, 2.615, -1.359], [6.077, 1.766, -1.803], [7.456, 2.273, -2.012], [8.104, 2.202, -3.795], [8.195, 2.750, -1.015], [7.699, 2.781, 0.404], [9.945, 3.408, -1.277], [5.776, 0.394, -2.090], [6.750, -0.435, -2.544], [7.694, -0.864, -1.562], [7.118, -1.555, -0.349], [6.016, -2.576, -0.644], [6.740, -0.599, 0.643], [4.582, -0.087, -1.970], [3.618, 0.782, -1.541], [2.281, 0.319, -1.411], [1.921, -1.397, -1.936], [2.640, -1.736, -3.311], [1.285, 1.145, -0.915], [-0.141, 0.689, -0.729], [-0.322, -0.369, 0.390], [-1.550, -0.137, 1.259], [-2.276, -1.331, 1.354], [3.942, 5.676, 3.163], [4.484, 5.232, 1.519], [5.187, 6.627, 2.389], [3.471, 7.019, -0.500], [4.758, 7.821, 0.382], [3.208, 8.640, 0.207], [1.466, 8.010, 1.862], [1.169, 6.559, 3.977], [1.955, 5.236, 3.186], [-0.202, 4.591, 2.801], [-0.818, 6.223, 2.867], [-0.117, 6.677, 0.607], [-1.686, 4.675, -0.386], [-1.891, 4.447, 1.380], [-2.293, 5.982, 0.650], [1.077, 5.285, -0.807], [1.814, 4.856, 0.768], [0.092, 2.935, 0.854], [-0.263, 3.340, -0.798], [3.194, 3.938, -0.453], [8.527, 2.879, 1.098], [7.090, 3.676, 0.515], [7.119, 1.893, 0.625], [8.326, -1.591, -2.061], [8.352, -0.060, -1.226], [7.948, -2.123, 0.083], [5.070, -2.125, -0.336], [6.131, -3.466, -0.035], [5.905, -2.794, -1.701], [6.083, -0.998, 1.218], [0.540, -1.544, -2.125], [2.296, -2.301, -0.916], [1.915, -1.959, -3.986], [-0.815, 1.519, -0.577], [-0.454, 0.235, -1.670], [-0.392, -1.362, -0.044], [0.586, -0.369, 0.991], [-1.248, 0.114, 2.273], [-2.219, 0.627, 0.875], [-6.475, -6.024, -0.203], [-5.780, -5.246, 0.364], [-5.661, -3.939, 0.035], [-4.923, -3.285, 1.074], [-4.143, -4.427, 1.685], [-4.996, -5.549, 1.426], [-4.284, -2.508, 0.665], [-5.627, -2.836, 1.777], [-3.184, -4.590, 1.190], [-3.975, -4.308, 2.751], [5.346, -5.832, -0.193], [4.739, -5.778, -1.213], [3.390, -5.848, -1.308], [3.024, -5.517, -2.654], [4.284, -5.840, -3.423], [5.302, -5.635, -2.436], [2.168, -6.106, -2.974], [2.769, -4.458, -2.701], [4.320, -6.880, -3.754], [4.438, -5.188, -4.279], [-3.684, 2.510, 1.954], [-4.296, 2.597, 0.939], [-5.638, 2.476, 0.834], [-6.018, 2.862, -0.492], [-4.743, 2.626, -1.273], [-3.735, 2.821, -0.275], [-6.852, 2.260, -0.842], [-6.314, 3.912, -0.482], [-4.668, 1.606, -1.655], [-4.610, 3.325, -2.094], [-11.272, -10.117, 1.945], [-10.393, -9.585, 1.346], [-9.756, -10.121, 0.279], [-8.927, -9.103, -0.303], [-8.704, -8.167, 0.859], [-9.891, -8.363, 1.645], [-8.006, -9.527, -0.684], [-9.472, -8.629, -1.122], [-7.835, -8.446, 1.458], [-8.606, -7.129, 0.557], [-3.357, 7.993, -0.763], [-2.827, 8.795, -0.069], [-2.954, 10.136, -0.205], [-2.363, 10.759, 0.939], [-1.388, 9.703, 1.412], [-2.008, 8.491, 0.972], [-1.882, 11.693, 0.662], [-3.146, 10.964, 1.672], [-0.410, 9.791, 0.935], [-1.258, 9.695, 2.492], [-6.486, -10.550, -1.898], [-5.936, -11.019, -0.956], [-6.249, -10.745, 0.338], [-5.536, -11.669, 1.167], [-4.370, -12.063, 0.285], [-4.912, -11.900, -1.027], [-5.227, -11.192, 2.093], [-6.192, -12.510, 1.399], [-3.516, -11.394, 0.399], [-4.043, -13.087, 0.441]]}